[1]
Computed, not measured: a molecular structure, C38H55GdNO2P2 in a non-equilibrium geometry, with the ωB97M-V functional and the def2-TZVPD basis.

Calculated values
Kohn-Sham gap (spin up / spin down) = 5.103 / 4.774 eV
charge = +1
HOMO level (spin up / spin down) = -8.114 / -8.160 eV
⟨S²⟩ = 16.4435
spin multiplicity = 8

XYZ file:
```
99
Properties=species:S:1:pos:R:3:lowdin_spin:R:1
Gd 0.386 1.438 -0.588 5.80
C -0.273 -1.367 1.075 0.01
C -0.117 -2.563 0.355 0.00
C 1.969 -1.672 0.611 0.00
C 1.036 -0.806 1.290 0.02
C 1.251 -2.725 0.030 0.00
C -1.600 -0.848 1.447 0.00
H -2.272 -0.723 0.572 0.00
H -1.511 0.113 1.942 0.00
H -2.109 -1.506 2.174 0.00
C 1.431 0.129 2.373 0.00
H 0.919 -0.117 3.318 0.00
H 1.254 1.208 2.238 0.00
H 2.510 0.037 2.531 0.00
C 3.445 -1.576 0.692 0.00
H 3.780 -1.562 1.741 0.00
H 3.843 -0.670 0.217 0.00
H 3.938 -2.428 0.204 0.00
C 1.765 -3.892 -0.715 0.00
H 1.256 -4.797 -0.338 0.00
H 2.846 -4.020 -0.570 0.00
H 1.559 -3.842 -1.806 0.00
C -1.180 -3.562 0.122 0.00
H -1.048 -4.432 0.789 0.00
H -1.202 -3.916 -0.920 0.00
H -2.185 -3.176 0.340 0.00
C -2.676 1.061 -3.499 0.10
C -3.434 -0.104 -3.843 0.56
C -3.164 -1.257 -4.665 0.10
C -1.879 -1.399 -5.551 0.00
C -0.556 -1.135 -4.970 -0.01
C -0.183 -1.076 -3.568 0.00
C -1.188 -0.826 -2.365 0.01
C -1.985 0.481 -2.211 0.07
H -4.008 -1.334 -5.383 0.03
H -2.037 -0.814 -6.470 0.00
H -3.201 -2.179 -4.042 0.03
H -1.421 1.309 -1.716 0.02
H -3.393 1.819 -3.132 0.01
H -4.403 -0.147 -3.328 0.02
H -2.776 0.295 -1.471 0.00
H -1.885 -1.666 -2.322 0.00
H 0.407 -1.983 -3.284 0.00
H -0.634 -0.980 -1.424 0.00
H -1.922 -2.450 -5.917 0.00
H 0.269 -1.383 -5.631 0.00
P -1.253 2.222 -4.150 0.03
C -1.525 4.018 -3.952 0.01
C -1.228 2.047 -5.964 0.01
P 1.128 0.401 -3.267 0.01
C 0.362 2.047 -3.294 0.05
C 2.074 0.423 -4.815 0.00
C 2.477 0.416 -2.053 0.02
H -0.662 4.500 -3.474 0.00
H -2.400 4.252 -3.340 0.00
H -1.643 4.491 -4.940 0.00
H -1.536 2.999 -6.419 0.00
H -1.926 1.278 -6.349 0.00
H -0.220 1.832 -6.358 0.00
H 3.361 0.722 -2.632 0.00
H 2.702 -0.575 -1.651 0.00
H 2.442 1.181 -1.232 0.02
H 0.336 2.573 -2.275 0.04
H 1.098 2.679 -3.789 0.00
H 2.806 -0.389 -4.816 0.00
H 2.610 1.381 -4.880 0.00
H 1.458 0.323 -5.714 0.00
C 0.598 0.323 7.600 0.00
C -0.402 -0.078 6.544 0.00
C -0.861 -1.391 6.536 0.00
C -1.809 -1.838 5.612 0.00
C -2.304 -0.945 4.676 0.00
C -1.812 0.370 4.640 0.00
N -2.269 1.171 3.579 0.00
C -2.461 2.575 3.558 0.00
C -3.301 3.182 4.504 0.00
C -3.461 4.565 4.509 0.00
C -2.722 5.341 3.616 0.00
C -1.933 4.731 2.641 0.00
C -1.836 3.348 2.550 0.00
C -1.079 2.703 1.428 0.00
O -1.659 1.903 0.604 0.01
O 0.184 2.888 1.223 0.01
C -0.830 0.818 5.549 0.00
C -0.260 2.202 5.425 0.00
H 1.583 0.559 7.182 0.00
H 0.285 1.195 8.181 0.00
H 0.756 -0.494 8.309 0.00
H -0.455 -2.063 7.299 0.00
H -2.148 -2.880 5.626 0.00
H -3.066 -1.240 3.950 0.00
H -2.976 0.712 3.006 0.00
H -3.829 2.564 5.242 0.00
H -4.131 5.035 5.231 0.00
H -2.805 6.429 3.632 0.00
H -1.426 5.308 1.883 0.00
H 0.063 2.429 4.399 0.00
H -1.002 2.959 5.718 0.00
H 0.619 2.365 6.060 0.00
```

[2]
Computed, not measured: a molecular structure, C47H46EuN6O4S3 in a non-equilibrium geometry, with the ωB97M-V functional and the def2-TZVPD basis.

Calculated values
Kohn-Sham gap (spin up / spin down) = 3.244 / 3.300 eV
charge = -2
HOMO level (spin up / spin down) = 0.748 / 0.721 eV
⟨S²⟩ = 15.7607
spin multiplicity = 8

XYZ file:
```
107
Properties=species:S:1:pos:R:3:lowdin_spin:R:1
Eu 0.580 -0.667 0.824 6.96
O 1.021 -0.564 3.000 -0.01
C 1.837 -0.905 3.929 0.00
C 1.650 -0.417 5.249 0.00
C 2.537 -0.676 6.263 0.00
C 3.663 -1.460 6.034 0.00
C 3.844 -2.016 4.788 0.00
C 2.959 -1.780 3.731 0.00
C 3.173 -2.479 2.497 0.01
N 2.411 -2.362 1.464 0.00
N 2.630 -3.263 0.440 0.00
C 2.052 -2.884 -0.680 0.00
O 1.514 -1.742 -0.851 -0.01
C 2.062 -3.830 -1.821 0.00
C 1.279 -3.509 -2.927 0.00
C 1.249 -4.342 -4.025 0.00
C 1.995 -5.509 -4.030 0.00
C 2.777 -5.833 -2.932 0.00
C 2.810 -5.002 -1.827 0.00
H 0.759 0.168 5.435 0.00
H 2.349 -0.274 7.251 0.00
H 4.362 -1.650 6.836 0.00
H 4.694 -2.663 4.608 0.00
H 4.006 -3.194 2.463 0.00
H 0.702 -2.598 -2.893 0.00
H 0.640 -4.088 -4.878 0.00
H 1.965 -6.168 -4.887 0.00
H 3.364 -6.742 -2.940 0.00
H 3.407 -5.245 -0.961 0.00
C -2.298 1.127 1.002 0.00
C -2.569 0.229 2.158 0.01
C -3.680 0.472 2.960 0.00
C -3.848 -0.244 4.127 0.01
C -2.920 -1.253 4.444 0.00
C -2.986 -1.937 5.668 0.01
C -2.124 -2.979 5.938 0.00
C -1.243 -3.398 4.960 0.01
C -1.176 -2.739 3.736 0.00
S -0.027 -3.471 2.584 0.00
C -1.928 -1.578 3.461 0.00
N -1.732 -0.813 2.353 0.00
H -2.876 2.048 1.056 0.00
H -1.233 1.378 0.932 0.00
H -2.556 0.593 0.079 0.00
H -4.386 1.242 2.682 0.00
H -4.667 -0.042 4.805 0.00
H -3.731 -1.634 6.391 0.00
H -2.154 -3.489 6.889 0.00
H -0.587 -4.238 5.137 0.00
C 0.208 2.314 3.203 0.00
O 0.710 2.079 1.901 0.00
C 1.981 2.667 1.687 0.00
C 3.109 1.693 2.067 0.00
O 3.011 0.536 1.250 0.00
C 4.118 0.313 0.402 0.00
H -0.700 1.729 3.312 0.00
H 0.918 1.997 3.968 0.00
H -0.021 3.381 3.326 0.00
H 2.062 3.605 2.257 0.00
H 2.031 2.868 0.609 0.00
H 2.988 1.374 3.112 0.00
H 4.083 2.185 1.953 0.00
H 4.353 1.197 -0.200 0.00
H 3.822 -0.498 -0.265 0.00
H 4.999 0.011 0.985 0.00
S -1.450 -0.780 -1.384 0.00
C -1.362 0.703 -2.281 0.00
N -2.431 1.014 -3.128 0.00
C -2.199 1.977 -4.164 0.00
C -1.458 3.168 -3.564 0.00
N -0.218 2.685 -3.039 0.00
C 0.941 3.538 -3.035 0.00
C 2.067 2.932 -3.839 0.00
C 3.313 2.726 -3.268 0.00
C 4.333 2.143 -3.995 0.00
C 4.120 1.758 -5.308 0.00
C 2.877 1.954 -5.885 0.00
C 1.858 2.538 -5.154 0.00
C -0.278 1.558 -2.211 0.00
S 1.061 1.338 -1.139 -0.01
C -3.660 0.258 -3.195 0.00
C -4.818 1.107 -2.722 0.00
C -5.163 1.114 -1.375 0.00
C -6.151 1.953 -0.897 0.00
C -6.815 2.811 -1.758 0.00
C -6.513 2.786 -3.108 0.00
C -5.528 1.938 -3.586 0.00
H -3.156 2.307 -4.568 0.00
H -1.594 1.549 -4.981 0.00
H -2.098 3.610 -2.781 0.00
H -1.268 3.934 -4.321 0.00
H 1.281 3.689 -2.004 0.00
H 0.652 4.504 -3.461 0.00
H 3.475 3.009 -2.239 0.00
H 5.297 1.976 -3.534 0.00
H 4.919 1.302 -5.876 0.00
H 2.703 1.645 -6.906 0.00
H 0.885 2.680 -5.601 0.00
H -3.538 -0.617 -2.553 0.00
H -3.831 -0.079 -4.226 0.00
H -4.655 0.438 -0.705 0.00
H -6.407 1.939 0.153 0.00
H -7.578 3.480 -1.382 0.00
H -7.051 3.430 -3.792 0.00
H -5.328 1.921 -4.650 0.00
N -1.556 -3.549 0.210 0.00
C -0.922 -3.422 1.163 0.00
```

[3]
Computed, not measured: 12 unconnected molecules or ions with the total composition C68H102N6O16S2 in a non-equilibrium geometry, with the ωB97M-V functional and the def2-TZVPD basis.

Calculated values
Kohn-Sham gap = 8.750 eV
SMILES = O=[N+]([O-])c1ccccc1.O=[N+]([O-])c1ccccc1.O=[N+]([O-])c1ccccc1.O=[N+]([O-])c1ccccc1.O=[N+]([O-])c1ccccc1.O=[N+]([O-])c1ccccc1.O=S1(=O)CCCC1.O=S1(=O)CCCC1.CCCCCC.CCCCCC.CCCCCC.CCCCCC
HOMO level = -9.881 eV

XYZ file:
```
194
Properties=species:S:1:pos:R:3:mulliken_charge:R:1
O 2.613 1.115 8.701 -0.64
N 2.491 0.746 7.552 0.99
O 3.430 0.274 6.930 -0.56
C 1.128 0.704 7.001 -0.37
C 0.044 1.204 7.731 -0.74
C -1.218 1.055 7.228 -0.45
C -1.449 0.531 5.957 -0.95
C -0.347 0.208 5.164 0.30
C 0.938 0.299 5.686 -0.20
H 0.116 1.609 8.730 0.53
H -2.034 1.429 7.831 0.38
H -2.464 0.527 5.584 0.45
H -0.540 -0.172 4.170 0.53
H 1.806 0.137 5.061 0.76
O 1.499 -0.725 -5.718 -0.48
N 0.777 -1.528 -6.298 1.02
O -0.438 -1.552 -6.227 -0.60
C 1.459 -2.635 -6.992 -0.18
C 0.647 -3.574 -7.657 -0.49
C 1.131 -4.824 -8.013 -0.59
C 2.444 -5.120 -7.645 -0.39
C 3.260 -4.187 -7.009 -0.62
C 2.794 -2.927 -6.751 0.25
H -0.348 -3.292 -7.972 0.43
H 0.507 -5.575 -8.473 0.42
H 2.760 -6.148 -7.764 0.37
H 4.227 -4.455 -6.607 0.40
H 3.289 -2.205 -6.117 0.48
O -7.833 1.361 -1.159 -0.63
N -6.727 0.867 -0.949 1.05
O -6.442 0.360 0.132 -0.59
C -5.754 0.819 -2.036 -0.43
C -4.713 -0.107 -1.969 0.22
C -3.864 -0.314 -3.046 -0.86
C -3.953 0.527 -4.136 -0.27
C -4.991 1.476 -4.234 -0.92
C -5.880 1.563 -3.154 -0.22
H -4.547 -0.715 -1.091 0.63
H -3.020 -0.979 -2.933 0.50
H -3.244 0.437 -4.948 0.51
H -5.016 2.159 -5.070 0.51
H -6.649 2.321 -3.230 0.49
O -3.514 3.898 -2.134 -0.51
N -3.442 4.258 -3.303 1.16
O -2.812 3.674 -4.170 -0.53
C -4.185 5.471 -3.667 0.04
C -5.009 6.125 -2.775 -0.24
C -5.793 7.199 -3.232 -0.59
C -5.642 7.659 -4.506 -0.33
C -4.715 7.070 -5.418 -0.64
C -4.013 5.952 -4.956 -0.31
H -5.282 5.733 -1.805 0.42
H -6.621 7.604 -2.668 0.37
H -6.283 8.463 -4.841 0.36
H -4.587 7.433 -6.426 0.40
H -3.211 5.559 -5.563 0.40
O 1.737 -5.747 2.315 -0.61
N 2.438 -4.888 1.808 1.07
O 2.661 -4.829 0.620 -0.64
C 3.040 -3.815 2.636 -0.20
C 3.499 -2.662 2.017 -0.01
C 3.886 -1.558 2.778 0.03
C 4.039 -1.701 4.149 -0.61
C 3.699 -2.901 4.770 -0.61
C 3.175 -3.957 4.025 -0.48
H 3.371 -2.492 0.957 0.36
H 4.095 -0.635 2.257 0.37
H 4.444 -0.923 4.782 0.33
H 3.808 -3.065 5.832 0.45
H 2.880 -4.918 4.424 0.41
O 0.482 -0.532 1.840 -0.12
N -0.507 -0.215 1.222 1.53
O -1.610 -0.021 1.719 -0.70
C -0.369 0.028 -0.196 -0.44
C 0.587 -0.638 -0.976 -0.21
C 0.631 -0.394 -2.342 -0.05
C -0.246 0.500 -2.952 -0.30
C -1.202 1.155 -2.165 -0.95
C -1.309 0.877 -0.834 -0.04
H 1.281 -1.308 -0.487 0.51
H 1.294 -0.987 -2.959 0.13
H -0.375 0.662 -4.013 0.42
H -1.938 1.795 -2.630 0.32
H -2.129 1.356 -0.317 -0.11
O -4.016 -3.956 1.687 -0.59
S -3.770 -4.016 0.264 1.26
O -4.791 -3.945 -0.794 -0.74
C -2.410 -2.848 -0.167 1.11
C -1.337 -3.628 -0.914 0.16
C -1.335 -5.072 -0.380 -0.16
C -2.760 -5.520 -0.106 -0.89
H -1.992 -2.545 0.797 -0.68
H -2.881 -1.942 -0.542 -0.48
H -1.636 -3.571 -1.967 0.29
H -0.378 -3.115 -0.978 -0.33
H -0.754 -5.171 0.543 -0.34
H -0.727 -5.787 -0.938 0.63
H -3.011 -6.150 0.747 0.36
H -3.360 -6.001 -0.880 0.43
O 2.787 6.246 -5.383 -0.67
S 2.776 4.817 -5.727 1.13
O 2.579 4.479 -7.127 -0.67
C 4.264 3.981 -5.086 -0.88
C 3.766 3.191 -3.864 -0.46
C 2.288 2.733 -4.029 0.90
C 1.547 3.922 -4.683 -0.76
H 5.118 4.637 -4.942 0.47
H 4.464 3.332 -5.940 0.38
H 4.470 2.364 -3.782 0.00
H 3.746 3.814 -2.969 0.29
H 1.925 2.458 -3.041 -0.47
H 2.280 1.869 -4.695 0.04
H 1.078 4.533 -3.912 0.35
H 0.745 3.643 -5.365 0.42
C 5.267 -0.425 -3.534 -0.79
C 5.945 -1.686 -2.986 -0.97
C 4.917 -2.691 -2.380 -0.44
C 3.806 -3.149 -3.327 0.57
C 2.585 -3.710 -2.610 0.44
C 1.443 -4.144 -3.580 -0.95
H 5.999 0.344 -3.784 0.51
H 4.560 -0.007 -2.815 0.15
H 4.700 -0.651 -4.439 0.15
H 6.558 -2.175 -3.743 0.37
H 6.570 -1.347 -2.158 0.41
H 4.521 -2.136 -1.525 -0.07
H 5.413 -3.570 -1.963 0.49
H 3.525 -2.298 -3.955 -0.70
H 4.199 -3.824 -4.091 0.40
H 2.940 -4.612 -2.107 0.77
H 2.113 -3.045 -1.887 -0.88
H 0.693 -4.598 -2.930 0.09
H 1.056 -3.332 -4.194 -0.08
H 1.747 -4.948 -4.254 0.51
C 1.632 4.107 -0.389 -1.49
C 1.118 2.968 0.498 0.74
C 1.406 3.072 2.013 0.75
C 2.854 2.770 2.308 -0.35
C 3.249 2.935 3.796 -0.06
C 4.692 2.461 4.047 -1.32
H 1.453 3.924 -1.450 0.14
H 2.676 4.401 -0.286 0.31
H 0.984 4.954 -0.153 0.45
H 0.044 2.895 0.300 -0.17
H 1.346 1.958 0.146 -0.30
H 0.805 2.328 2.536 -0.44
H 1.187 4.089 2.347 0.23
H 3.075 1.722 2.076 -0.36
H 3.553 3.301 1.658 0.49
H 3.221 4.014 3.982 0.39
H 2.521 2.563 4.518 0.08
H 4.710 1.371 3.994 0.05
H 5.382 2.855 3.301 0.40
H 5.032 2.803 5.024 0.42
C -2.474 -7.756 4.201 -1.50
C -2.422 -6.349 3.619 0.48
C -2.727 -5.158 4.591 -0.74
C -1.486 -4.822 5.457 -1.23
C -0.314 -4.179 4.719 -0.30
C -0.662 -3.177 3.651 0.48
H -2.420 -8.543 3.450 0.40
H -3.422 -7.853 4.733 0.34
H -1.697 -7.863 4.960 0.33
H -1.498 -6.146 3.072 0.00
H -3.213 -6.259 2.870 -0.05
H -3.417 -5.540 5.351 0.50
H -3.302 -4.375 4.101 0.27
H -1.870 -4.154 6.236 0.39
H -1.151 -5.646 6.090 0.40
H 0.234 -3.629 5.488 0.27
H 0.271 -4.926 4.179 0.20
H 0.251 -2.661 3.348 0.16
H -1.183 -3.643 2.814 -0.52
H -1.278 -2.395 4.101 0.15
C -0.625 6.745 4.940 -1.14
C -1.114 5.520 5.691 -0.91
C -1.139 4.230 4.846 0.89
C -2.198 4.141 3.781 -1.10
C -2.180 2.843 2.960 2.39
C -3.474 2.697 2.139 -1.43
H -0.436 7.570 5.627 0.39
H -1.401 7.182 4.306 0.31
H 0.139 6.475 4.210 0.23
H -0.563 5.317 6.611 0.45
H -2.142 5.619 6.051 0.33
H -1.377 3.457 5.584 -0.22
H -0.191 4.001 4.356 -0.22
H -3.216 4.255 4.171 0.35
H -2.114 5.084 3.229 0.47
H -1.360 2.841 2.236 -1.06
H -1.826 2.014 3.575 -0.67
H -4.319 2.440 2.777 0.45
H -3.655 3.571 1.516 0.39
H -3.334 1.857 1.455 0.10
```

[4]
Computed, not measured: a molecular structure, C16H18B2N6O2Ti in a non-equilibrium geometry, with the ωB97M-V functional and the def2-TZVPD basis.

Calculated values
Kohn-Sham gap (spin up / spin down) = 5.673 / 8.098 eV
HOMO level (spin up / spin down) = -5.019 / -7.474 eV
⟨S²⟩ = 2.0197
spin multiplicity = 3

XYZ file:
```
45
Properties=species:S:1:pos:R:3:lowdin_spin:R:1
H -1.978 -0.811 1.066 0.00
N -1.420 0.484 -0.541 0.00
B -1.440 1.933 -2.710 0.01
N -2.127 1.047 -1.608 0.03
C -3.407 0.654 -1.523 0.04
Ti 0.425 0.909 -0.949 1.55
H -4.126 0.977 -2.258 0.00
C -3.565 -0.173 -0.403 0.01
H -4.475 -0.642 -0.077 0.00
C -2.302 -0.275 0.185 0.04
H -2.288 2.432 -3.430 0.00
C 1.462 -0.587 0.194 0.01
H 1.036 -1.585 0.067 0.00
H 1.777 -0.320 1.206 0.00
H 2.273 -0.401 -0.553 0.01
N -0.482 1.014 -3.545 0.02
N -0.628 3.093 -2.019 0.04
N 0.564 0.350 -2.917 0.00
N 0.358 2.872 -1.042 0.00
C -0.540 0.620 -4.832 0.03
C -0.781 4.418 -2.176 0.06
H -1.290 1.024 -5.496 0.00
H -1.500 4.814 -2.882 0.01
C 0.462 -0.331 -5.057 0.01
C 0.082 5.093 -1.306 0.01
C 1.133 -0.481 -3.839 0.03
C 0.783 4.101 -0.607 0.08
H 0.662 -0.841 -5.980 0.00
H 0.177 6.158 -1.195 0.00
H 1.967 -1.120 -3.593 0.00
H 1.531 4.205 0.170 0.01
H 1.231 -3.272 1.679 0.00
O 1.367 -1.630 3.282 0.00
B 0.756 -2.728 2.637 0.00
O -0.385 -3.138 3.346 0.00
C -0.376 -2.415 4.511 0.00
C -0.917 -2.830 5.708 0.00
C -0.173 -2.613 6.870 0.00
C 0.905 -1.735 6.863 0.00
C 1.309 -1.117 5.678 0.00
C 0.729 -1.518 4.493 0.00
H -1.871 -3.347 5.718 0.00
H -0.436 -3.140 7.781 0.00
H 1.449 -1.542 7.780 0.00
H 2.110 -0.392 5.684 0.00
```